# C15H24N2OPtSi

A structure of composition C15H24N2OPtSi (wB97M-V/def2-TZVPD, the OMol25 dataset).

Properties
HOMO level (spin up / spin down): -8.24 / -8.24 eV
Kohn-Sham gap (spin up / spin down): 7.5 / 7.5 eV
relative energy (zero: lowest compared OMol25 entry of this formula, charge and spin): 3.0 kJ/mol

Structure (ORCA input):
```
! RIJCOSX wB97M-V def2-TZVPD def2/J DEFGRID3
* xyz 0 1
Pt -0.6928 0.2110 -0.6372
O -2.5072 0.3966 -0.5143
C 1.6851 3.0736 2.3575
Si 0.2884 2.4083 1.2945
C -1.2605 2.2069 2.3174
C -0.0317 3.5686 -0.1407
C 0.8595 0.7398 0.6140
H 1.4315 4.0470 2.7857
H 2.6034 3.1957 1.7793
H 1.8990 2.3969 3.1880
H -1.5775 3.1669 2.7321
H -1.0944 1.5229 3.1536
H -2.0742 1.8137 1.7030
H -0.3156 4.5627 0.2137
H -0.8529 3.2105 -0.7698
H 0.8503 3.6787 -0.7753
H 0.9006 -0.0198 1.4029
H 1.8676 0.8186 0.2087
C 2.5681 -0.0987 -4.2516
C 2.7716 0.8843 -3.2971
C 1.9099 0.9994 -2.2126
C 0.8189 0.1476 -2.0517
C 0.6072 -0.8109 -3.0518
C 1.4724 -0.9426 -4.1280
H 3.2487 -0.2021 -5.0869
H 3.6076 1.5671 -3.3861
H 2.1139 1.7832 -1.4929
H -0.2588 -1.4638 -3.0070
H 1.2791 -1.6998 -4.8780
C -3.6264 -3.2021 2.2939
C -2.4020 -2.7667 1.5651
C -1.1769 -3.4059 1.3936
C -0.4018 -2.5628 0.5902
N -1.1368 -1.4853 0.3249
N -2.3332 -1.6048 0.9124
C 0.9242 -2.7323 -0.0818
H -3.4633 -4.1795 2.7417
H -4.4777 -3.2711 1.6162
H -3.8825 -2.4981 3.0858
H -0.8928 -4.3710 1.7764
H -2.9355 -0.8138 0.5381
H 1.3481 -3.7140 0.1099
H 1.6203 -1.9475 0.2123
H 0.7191 -2.6078 -1.1479
*
```

These are the Löwdin partial charges, in e, on atoms 1 to 2: number 1, Pt, carries 1.320; number 2, O, carries -0.637